# 1
14
Properties=species:S:1:pos:R:3:nbo_charge:R:1 method="wB97M-V/def2-TZVPD" homo_energy_ev="-9.694 / -9.141" e_lumo_ev="-2.19 / -2.94" e_above_lowest_kj_mol=82.4 orbital_gap_ev="7.5 / 6.2" total_energy_ha=-1018.94629
C -0.897 0.709 0.057 0.685
C 0.095 1.876 0.351 -0.724
C -1.091 -1.630 -0.513 -0.429
N -0.289 -0.538 0.048 -0.617
O -2.089 0.859 -0.124 -0.577
O 1.772 -2.097 0.347 -0.818
S 1.481 -0.725 0.549 1.336
I 4.128 0.298 0.025 -0.250
H 0.659 1.716 1.216 0.228
H 0.701 2.011 -0.499 0.238
H -0.648 2.691 0.462 0.252
H -2.081 -1.298 -0.060 0.257
H -1.100 -1.374 -1.533 0.204
H -0.640 -2.498 -0.328 0.216

# 2
15
Properties=species:S:1:pos:R:3:nbo_charge:R:1 method="wB97M-V/def2-TZVPD" homo_energy_ev=-4.999 e_lumo_ev=2.92 e_above_lowest_kj_mol=0.0 orbital_gap_ev=7.9 total_energy_ha=-1037.56288 charge=-1
C -1.033 0.730 -0.488 -0.421
C 0.182 1.193 0.282 -0.272
C -1.342 -0.713 -0.037 -0.096
N 1.196 0.487 -0.475 -0.903
O 1.056 -1.123 1.584 -1.184
O 2.120 -2.037 -0.655 -1.146
O -0.318 -1.566 -0.545 -0.822
P 1.137 -1.202 0.093 2.441
I 3.082 1.076 0.032 0.219
H -1.876 1.331 -0.171 0.189
H -0.795 0.695 -1.589 0.225
H 0.052 2.270 0.123 0.185
H -0.021 0.905 1.254 0.211
H -1.176 -0.795 1.039 0.199
H -2.263 -1.251 -0.447 0.175

# 3
11
Properties=species:S:1:pos:R:3:nbo_charge:R:1 method="wB97M-V/def2-TZVPD" homo_energy_ev="-20.591 / -20.589" e_lumo_ev="-9.37 / -13.36" orbital_gap_ev="11.2 / 7.2" total_energy_ha=-382.52866 charge=+2 spin_multiplicity=2
In -1.757 21.976 -19.109 1.005
C -0.739 19.164 -22.728 -0.628
C -1.712 18.798 -21.599 0.667
O -1.750 19.345 -20.491 -0.155
C -2.770 17.818 -21.907 -0.690
H -0.053 19.893 -22.296 0.262
H -1.383 19.671 -23.446 0.304
H -0.269 18.226 -23.023 0.315
H -2.507 16.802 -21.613 0.335
H -2.921 17.793 -22.986 0.298
H -3.654 18.211 -21.406 0.287

# 4
10
Properties=species:S:1:pos:R:3:nbo_charge:R:1 method="wB97M-V/def2-TZVPD" homo_energy_ev=-17.672 e_lumo_ev=-3.40 e_above_lowest_kj_mol=217.9 orbital_gap_ev=14.3 total_energy_ha=-172.27564 charge=+1 smiles=C1[C@H]2C[N@@H+]12
C 0.760 -0.068 0.819 -0.209
C -0.022 -0.907 -0.180 0.003
C -0.288 0.394 -1.002 -0.188
N -0.561 0.308 0.370 -0.348
H 1.061 -0.400 1.878 0.276
H 1.580 0.437 0.434 0.227
H -0.370 -1.912 -0.304 0.290
H 0.357 1.022 -1.513 0.247
H -1.261 0.404 -1.458 0.232
H -1.256 0.723 0.956 0.469

# 5
10
Properties=species:S:1:pos:R:3:nbo_charge:R:1 method="wB97M-V/def2-TZVPD" homo_energy_ev=-15.017 e_lumo_ev=-5.86 e_above_lowest_kj_mol=191.6 orbital_gap_ev=9.2 total_energy_ha=-172.28562 charge=+1 smiles="C=C[NH+]=C"
C 0.077 -1.413 -0.501 -0.289
C -0.392 -0.778 0.588 -0.062
N 0.096 0.626 0.737 -0.420
C 0.142 1.417 -0.265 0.110
H 0.156 -0.946 -1.462 0.226
H 0.346 -2.465 -0.420 0.257
H -1.124 -1.051 1.346 0.262
H 0.704 0.935 1.501 0.450
H 0.726 2.277 -0.577 0.251
H -0.731 1.399 -0.948 0.216

# 6
10
Properties=species:S:1:pos:R:3:nbo_charge:R:1 method="wB97M-V/def2-TZVPD" homo_energy_ev="-16.470 / -15.316" e_lumo_ev="-4.75 / -8.16" e_above_lowest_kj_mol=678.6 orbital_gap_ev="11.7 / 7.2" total_energy_ha=-172.10013 charge=+1
C 1.089 -0.645 0.027 0.513
C 1.289 0.847 -0.340 -0.211
C -1.425 0.070 0.197 -0.463
N 0.022 -0.013 0.017 -0.307
H 1.503 -3.320 0.386 0.114
H 1.643 1.411 0.560 0.255
H 1.467 1.176 -1.472 0.285
H -1.719 1.075 0.618 0.267
H -1.960 -0.730 0.768 0.286
H -1.909 0.130 -0.761 0.261

# 7
10
Properties=species:S:1:pos:R:3:nbo_charge:R:1 method="wB97M-V/def2-TZVPD" homo_energy_ev=-14.643 e_lumo_ev=-4.19 e_above_lowest_kj_mol=140.4 orbital_gap_ev=10.5 total_energy_ha=-172.30513 charge=+1 smiles=C#CC[NH3+]
C -2.386 0.720 0.647 -0.065
C -1.398 0.323 -0.059 -0.135
C -0.272 -0.310 -0.711 -0.312
N 0.964 -0.358 0.125 -0.649
H -3.099 1.270 1.218 0.270
H -0.267 0.206 -1.642 0.283
H -0.394 -1.388 -0.971 0.254
H 1.448 0.556 0.129 0.456
H 1.559 -1.052 -0.190 0.438
H 0.788 -0.636 1.116 0.461

# 8
11
Properties=species:S:1:pos:R:3:nbo_charge:R:1 method="wB97M-V/def2-TZVPD" homo_energy_ev=-8.019 e_lumo_ev=0.10 e_above_lowest_kj_mol=644.1 orbital_gap_ev=8.1 total_energy_ha=-227.17951
C 1.548 -0.201 0.764 -0.039
C -1.060 0.089 -0.818 -0.684
C -1.021 0.243 0.704 -0.364
N 1.746 -0.856 -0.484 -0.088
N 2.095 0.361 -0.370 -0.074
H 2.022 -0.333 1.658 0.175
H -1.689 -0.721 -1.276 0.219
H -0.043 -0.111 -1.262 0.223
H -1.316 0.945 -1.287 0.212
H -1.369 -0.664 1.190 0.201
H -0.911 1.249 1.183 0.219

# 9
11
Properties=species:S:1:pos:R:3:nbo_charge:R:1 method="wB97M-V/def2-TZVPD" homo_energy_ev=-8.614 e_lumo_ev=0.40 e_above_lowest_kj_mol=401.9 orbital_gap_ev=9.0 total_energy_ha=-227.27176 smiles=CNCC#N
C 1.548 -0.780 -0.238 -0.398
N 0.232 -0.087 0.143 -0.681
C -0.971 1.252 0.122 -0.294
C -1.927 0.193 -0.171 0.242
N -2.338 -0.868 -0.374 -0.294
H 1.315 -1.872 -0.164 0.213
H 2.405 -0.635 0.448 0.179
H 1.896 -0.649 -1.269 0.206
H 0.083 -0.391 1.087 0.343
H -1.268 1.794 1.073 0.240
H -0.975 2.043 -0.657 0.245

# 10
11
Properties=species:S:1:pos:R:3:nbo_charge:R:1 method="wB97M-V/def2-TZVPD" homo_energy_ev=-7.228 e_lumo_ev=0.22 e_above_lowest_kj_mol=259.9 orbital_gap_ev=7.4 total_energy_ha=-227.32582
C 1.330 -0.374 -0.108 -0.423
N 0.201 0.293 0.610 -0.488
C -0.972 0.738 -0.200 -0.552
C -1.982 -0.223 -0.329 0.197
N -2.871 -0.986 -0.371 -0.431
H 0.928 -1.247 -0.621 0.233
H 2.122 -0.661 0.591 0.205
H 1.722 0.333 -0.841 0.218
H -0.142 -0.320 1.352 0.427
H 0.558 1.122 1.089 0.412
H -0.627 1.278 -1.075 0.201

# 11
11
Properties=species:S:1:pos:R:3:nbo_charge:R:1 method="wB97M-V/def2-TZVPD" homo_energy_ev=-9.650 e_lumo_ev=-0.38 e_above_lowest_kj_mol=533.7 orbital_gap_ev=9.3 total_energy_ha=-227.22155
C -0.590 -0.948 0.356 -0.311
C 0.395 -0.056 -0.243 -0.191
N -0.067 0.696 -1.256 -0.700
C 1.422 0.452 0.679 0.249
N 2.225 0.922 1.365 -0.282
H -0.377 -1.480 1.282 0.236
H -1.650 0.553 0.420 -0.043
H -1.306 -1.396 -0.329 0.236
H 0.697 -1.163 -0.556 0.339
H 0.573 1.461 -1.461 0.360
H -1.385 1.018 -0.227 0.107

# 12
11
Properties=species:S:1:pos:R:3:nbo_charge:R:1 method="wB97M-V/def2-TZVPD" homo_energy_ev=-10.870 e_lumo_ev=0.98 e_above_lowest_kj_mol=190.1 orbital_gap_ev=11.9 total_energy_ha=-227.35241
C 1.527 -0.377 0.156 -0.692
C 0.101 -0.455 -0.262 0.197
N -0.895 -0.835 0.429 -0.669
C -1.415 2.254 -0.630 0.237
N -2.098 1.312 -0.439 -0.758
H 1.845 0.671 0.117 0.246
H 1.671 -0.761 1.169 0.217
H 2.153 -0.933 -0.546 0.237
H -0.127 -0.080 -1.265 0.179
H -2.111 0.316 -0.107 0.458
H -0.650 -1.113 1.378 0.350

Number 1: largest force on an atom 5.505 eV/Å. Number 2: largest force on an atom 3.890 eV/Å. Number 3: largest force on an atom 2.587 eV/Å. Number 4: largest force on an atom 4.285 eV/Å. Number 5: largest force on an atom 3.471 eV/Å. Number 6: largest force on an atom 2.973 eV/Å. Number 7: largest force on an atom 7.305 eV/Å. Number 8: largest force on an atom 4.725 eV/Å. Number 9: largest force on an atom 1.668 eV/Å. Number 10: largest force on an atom 1.157 eV/Å. Number 11: largest force on an atom 1.040 eV/Å. Number 12: largest force on an atom 1.307 eV/Å.